# 1
Here is a 2-piece molecular cluster, C4H7ClN2 overall at a distorted geometry from the Open Molecules 2025 dataset. Energies are from ωB97M-V with the def2-TZVPD basis set.

The geometry in XYZ format:
```
14
Properties=species:S:1:pos:R:3:forces:R:3:nbo_charge:R:1
C 1.837 -2.710 0.091 2.6 -0.8 1.5 0.1865
C -0.010 -2.142 -1.491 -0.7 4.0 -1.0 -0.6569
C -0.852 1.656 -0.413 -2.7 0.1 0.9 -0.4944
C 1.246 -1.689 -0.852 -1.1 -3.4 0.9 0.2356
N 2.536 -3.394 0.752 -2.4 1.9 -1.9 -0.2666
N 1.695 -0.586 -1.107 1.0 3.1 -0.7 -0.5670
Cl -2.273 2.036 0.800 1.4 0.0 -1.4 -0.1424
H -0.046 -3.137 -1.643 -0.3 -3.4 -0.5 0.2247
H -0.192 -1.563 -2.439 0.6 -0.7 0.7 0.2401
H -0.837 -1.787 -0.888 -0.3 -0.4 0.5 0.2408
H -0.049 1.405 0.204 1.5 0.3 0.5 0.2152
H -1.180 0.801 -0.911 -0.6 -1.9 -0.3 0.1983
H -0.790 2.300 -1.260 0.4 1.5 0.3 0.2220
H 2.507 -0.245 -0.624 0.5 -0.3 0.4 0.3641
```
Forces are in eV/Å.

Properties
Kohn-Sham gap (eV): 10.935
Total charge: 0
Energy above the lowest of the compared OMol25 structures with the same formula, charge and spin (kJ/mol): 237.0
E_tot (a.u.): -726.2503
Lowest unoccupied orbital energy (eV): 0.097
SMILES string: [H]/N=C(/C)C#N.CCl
Highest occupied orbital energy (eV): -10.84


# 2
Here is C23H26N5OPtS2 as an isolated structure at a distorted geometry from the Open Molecules 2025 dataset. Energies are from ωB97M-V with the def2-TZVPD basis set.

The geometry in XYZ format:
```
58
Properties=species:S:1:pos:R:3:forces:R:3:nbo_charge:R:1
Pt 0.006 1.124 0.613 -1.2 -1.0 2.2 0.7326
C 1.838 1.749 4.646 -0.1 0.1 0.0 -0.6977
C 1.211 1.811 3.286 0.5 -0.1 0.5 0.3089
N 0.756 0.766 2.695 -0.6 0.3 -1.3 -0.2621
N 0.708 -0.404 3.420 0.0 -0.1 0.0 -0.4046
C 0.668 -1.592 2.832 0.2 0.5 -0.5 0.3777
N 0.400 -2.655 3.561 0.7 -0.5 0.3 -0.7168
S 1.129 -1.803 1.162 -0.1 -0.5 0.0 0.3142
C 1.023 3.085 2.579 0.1 0.1 0.2 0.1210
C 1.587 4.281 2.987 0.1 0.0 0.3 -0.1933
C 1.257 5.452 2.323 0.1 0.0 0.0 -0.1460
C 0.350 5.397 1.283 0.0 -0.1 0.1 -0.2056
C -0.153 4.159 0.910 0.0 0.2 0.1 0.0888
N 0.195 3.032 1.531 -0.1 0.3 -1.3 -0.4445
H 2.362 0.805 4.787 0.0 0.0 0.0 0.2345
H 1.079 1.857 5.428 0.0 0.0 0.0 0.2527
H 2.563 2.544 4.786 0.0 0.0 0.0 0.2583
H 0.594 -0.347 4.422 -0.2 0.2 0.0 0.4041
H 0.521 -2.653 4.566 -0.2 0.0 0.0 0.4088
H 0.525 -3.549 3.106 -0.2 0.0 0.0 0.4408
H 2.286 4.304 3.811 0.0 0.1 0.0 0.2279
H 1.705 6.392 2.618 0.0 0.0 0.0 0.2397
H 0.042 6.289 0.756 0.0 0.0 0.0 0.2450
H -0.855 4.066 0.095 0.1 -0.1 -0.1 0.2406
O 1.753 1.418 -1.015 0.7 -0.1 -0.3 -0.6424
N 1.364 0.934 -2.161 -0.1 0.3 0.0 0.0244
C 2.257 0.288 -2.950 0.0 0.0 0.0 0.0102
C 1.893 -0.217 -4.168 -0.1 0.0 0.0 -0.2422
C 0.575 -0.073 -4.596 0.0 0.0 -0.1 -0.1768
C -0.323 0.584 -3.787 0.1 0.0 0.1 -0.2173
C 0.068 1.092 -2.544 -0.1 -0.2 -0.3 0.0072
S -1.043 1.867 -1.461 0.6 -0.4 0.8 -0.1459
H 3.248 0.219 -2.530 0.0 0.1 0.0 0.2331
H 2.634 -0.712 -4.779 0.0 0.0 0.0 0.2356
H 0.258 -0.489 -5.543 0.0 0.1 0.0 0.2313
H -1.355 0.716 -4.080 0.0 0.0 0.0 0.2394
C -2.658 -0.720 0.060 -0.2 -0.2 0.1 -0.6216
C -1.492 -1.699 -0.060 0.3 -0.1 0.1 -0.1167
C -1.764 -2.841 0.930 0.1 0.0 0.0 -0.6080
C -0.134 -0.941 0.217 -0.2 1.6 -1.2 -0.6006
C -1.384 -2.294 -1.472 0.0 0.2 0.0 -0.0296
C -2.212 -1.890 -2.513 -0.1 -0.1 0.0 -0.2171
C -2.045 -2.398 -3.798 -0.1 0.0 0.1 -0.2013
C -1.046 -3.317 -4.067 0.0 0.0 0.0 -0.2170
C -0.214 -3.735 -3.034 0.0 0.0 0.0 -0.2187
C -0.385 -3.229 -1.756 0.0 0.0 -0.1 -0.1736
H -2.689 -0.313 1.071 0.0 0.0 0.0 0.2138
H -3.602 -1.238 -0.132 0.0 0.0 0.1 0.2124
H -2.570 0.107 -0.635 0.0 0.0 0.0 0.2414
H -1.943 -2.453 1.938 0.0 0.0 0.0 0.1967
H -0.943 -3.559 0.968 -0.1 0.0 0.0 0.1994
H -2.657 -3.379 0.611 0.0 0.0 0.1 0.2347
H 0.396 -0.853 -0.735 0.2 -0.6 0.0 0.2534
H -3.007 -1.179 -2.332 0.1 0.0 0.0 0.2231
H -2.711 -2.072 -4.589 0.0 0.0 0.0 0.2174
H -0.918 -3.710 -5.067 0.0 0.0 0.0 0.2197
H 0.566 -4.461 -3.224 0.0 0.0 0.0 0.2166
H 0.286 -3.564 -0.971 0.0 0.0 0.0 0.1942
```
Forces are in eV/Å.

Properties
Kohn-Sham gap (eV): 5.621
Total charge: +1
Energy above the lowest of the compared OMol25 structures with the same formula, charge and spin (kJ/mol): 101.0
E_tot (a.u.): -2156.4535
Lowest unoccupied orbital energy (eV): -4.007
Highest occupied orbital energy (eV): -9.63


# 3
Here is a 2-piece molecular cluster, C2H9N2O overall at a distorted geometry from the Open Molecules 2025 dataset. Energies are from ωB97M-V with the def2-TZVPD basis set.

The geometry in XYZ format:
```
14
Properties=species:S:1:pos:R:3:forces:R:3:nbo_charge:R:1
C 1.859 -0.697 0.416 2.1 -0.1 3.2 -0.4137
N 1.418 0.672 0.768 -1.4 1.0 -5.4 -0.6912
H 2.809 -0.915 1.130 -2.3 0.2 -2.1 0.2455
H 1.023 -1.281 0.694 -0.4 -1.3 0.3 0.2223
H 2.049 -0.783 -0.633 0.3 0.1 -0.4 0.2394
H 0.408 0.931 0.381 0.9 -0.7 1.2 0.4862
H 1.991 1.286 0.201 0.3 0.5 -0.3 0.4230
H 1.575 1.021 1.640 0.1 0.5 3.6 0.4273
C -1.995 0.079 -0.137 2.0 3.1 -3.4 0.5394
N -2.256 -0.269 -1.411 -2.5 -3.0 3.5 -0.7585
O -1.266 1.078 0.015 0.4 -1.0 1.5 -0.6870
H -2.444 -0.526 0.605 -0.5 -0.5 1.1 0.1619
H -3.127 -0.764 -1.440 -0.2 -0.8 -0.6 0.3935
H -2.045 0.168 -2.230 1.2 2.1 -2.1 0.4118
```
Forces are in eV/Å.

Properties
Kohn-Sham gap (eV): 11.304
Total charge: +1
Energy above the lowest of the compared OMol25 structures with the same formula, charge and spin (kJ/mol): 155.1
E_tot (a.u.): -266.0926
Lowest unoccupied orbital energy (eV): -3.208
Highest occupied orbital energy (eV): -14.51


# 4
Here is one molecule with the formula C3H4N2O3 at a distorted geometry from the Open Molecules 2025 dataset. Energies are from ωB97M-V with the def2-TZVPD basis set.

The geometry in XYZ format:
```
12
Properties=species:S:1:pos:R:3:forces:R:3:nbo_charge:R:1
C 0.873 0.171 -0.639 -0.1 -2.5 1.6 0.2777
C -1.850 -1.041 0.186 -3.6 3.2 -1.0 0.5966
C 1.490 1.389 0.226 -3.6 1.4 1.4 0.3725
H 1.879 0.685 -2.236 -3.8 -2.1 0.7 0.3335
H -0.252 -0.367 0.862 0.6 1.5 2.3 0.3785
H -2.785 -1.385 -0.470 1.9 0.0 1.8 0.1673
H 1.931 1.857 -0.658 1.4 1.4 0.7 0.1180
N 0.935 -0.034 -1.900 4.2 3.5 0.5 -0.5672
N 0.351 -0.849 0.241 0.5 0.7 -0.9 -0.3162
O -0.716 -1.622 -0.307 -1.2 0.9 0.6 -0.3296
O -1.984 -0.005 0.929 1.4 -4.9 -2.8 -0.5814
O 1.094 1.913 1.313 2.2 -3.0 -4.8 -0.4498
```
Forces are in eV/Å.

Properties
Kohn-Sham gap (eV): 9.685
Total charge: 0
Energy above the lowest of the compared OMol25 structures with the same formula, charge and spin (kJ/mol): 554.6
E_tot (a.u.): -451.7685
Lowest unoccupied orbital energy (eV): -0.983
SMILES string: [H]/N=C(\C=O)NOC=O
Highest occupied orbital energy (eV): -10.67


# 5
Here is C10H16B2Br4CaCl6CsF8N2NaO5 as an isolated structure at a distorted geometry from the Open Molecules 2025 dataset. Energies are from ωB97M-V with the def2-TZVPD basis set.

The geometry in XYZ format:
```
56
Properties=species:S:1:pos:R:3:forces:R:3:mulliken_charge:R:1
C 2.576 -1.810 1.039 0.5 0.0 -0.8 -1.2616
C 2.479 -0.336 0.731 0.6 -0.1 0.2 0.6204
Cl 3.992 0.390 0.250 -0.6 0.0 0.2 -0.1308
C 1.368 0.398 0.784 0.4 -0.3 0.1 -0.1035
Cl 1.559 2.131 0.301 -3.0 -7.4 -5.1 -0.5765
C 0.051 -0.261 1.208 -0.3 -0.1 -0.2 0.6995
C -0.365 -1.135 -0.008 0.5 -0.2 0.0 -0.8898
N -1.688 -1.822 0.145 -1.2 -0.2 0.6 0.1721
C -2.607 -1.147 1.115 -0.2 1.0 1.2 -0.8458
C -2.320 0.372 1.172 -0.2 -0.1 1.0 0.3667
O -2.570 1.046 -0.059 0.2 -0.1 -0.1 -0.6333
N -0.995 0.622 1.735 -0.2 -0.1 -1.2 -0.0652
H 3.528 -2.021 1.545 -0.5 0.1 0.1 0.5272
H 2.646 -2.328 0.062 0.0 0.2 0.4 0.0937
H 1.706 -2.228 1.551 0.4 0.2 0.2 0.2714
H 0.305 -0.950 2.032 0.1 0.3 -0.3 0.1973
H -0.400 -0.585 -0.953 0.1 0.0 0.6 0.0241
H 0.369 -1.932 -0.185 -0.3 0.5 0.1 0.6126
H -1.601 -2.798 0.433 0.3 0.1 0.0 0.4042
H -2.169 -1.848 -0.762 0.5 0.1 0.0 0.4716
H -2.479 -1.537 2.150 0.2 0.2 -0.8 0.4281
H -3.671 -1.294 0.888 0.5 -0.1 -0.4 0.2480
H -3.046 0.790 1.889 0.2 -0.2 -0.3 -0.0686
H -1.758 1.069 -0.582 -0.1 -0.1 0.1 0.4238
H -0.791 1.605 1.596 0.1 -0.1 0.2 0.2433
B 2.286 -2.713 -2.633 0.2 -0.5 -0.4 0.2203
F 1.612 -3.900 -2.903 0.0 0.3 0.2 -0.3597
F 1.471 -1.880 -1.789 0.2 0.0 -0.3 -0.2790
F 3.499 -2.992 -1.947 -0.5 0.2 0.1 -0.3693
F 2.561 -2.016 -3.812 -0.1 0.3 0.1 -0.3803
B -1.533 -1.247 -3.647 0.1 -1.8 0.0 0.0299
F -2.788 -1.073 -4.311 0.3 1.3 -0.3 -0.4123
F -1.737 -1.155 -2.259 -0.4 0.6 -1.1 -0.0858
F -1.000 -2.449 -3.976 -0.1 0.4 -0.1 -0.3098
F -0.633 -0.179 -4.071 -0.8 0.4 -0.1 -0.3180
Cs 2.076 3.883 1.823 1.9 6.8 5.5 1.0519
C -4.636 0.092 4.535 0.2 0.3 0.0 0.0511
Cl -5.293 -0.164 6.154 -0.2 -0.2 -0.5 -0.0133
Cl -2.945 -0.591 4.433 -1.2 -1.2 -0.9 -0.0596
Cl -5.668 -0.760 3.359 0.1 0.0 -0.1 -0.1332
Cl -4.641 1.856 4.128 -2.3 -1.0 -2.2 -0.1122
Na 0.632 1.498 -4.360 0.7 0.4 0.2 0.9224
C 0.593 5.673 -3.132 -0.7 0.2 -0.4 0.7577
O 1.208 5.876 -2.079 0.2 -0.2 0.2 -0.5533
O 0.895 4.755 -3.968 0.4 -1.0 0.0 -0.5230
O -0.422 6.322 -3.515 0.0 0.1 0.3 -0.4251
Ca -2.589 1.459 -5.439 -0.1 -0.7 0.4 0.7657
O -3.900 4.577 1.762 0.0 -0.1 0.0 -0.6275
H -4.437 4.171 2.452 0.0 0.0 0.0 0.3244
H -3.360 3.853 1.432 -0.1 0.0 0.0 0.3085
Br -2.839 1.667 5.936 3.5 2.1 3.7 -0.7373
C 7.535 -1.722 -0.142 -0.2 -0.1 0.0 -0.3500
Br 5.738 -2.214 -0.629 0.7 -0.3 -0.2 0.1398
Br 7.581 -0.663 1.479 0.0 -0.1 -0.1 -0.0800
Br 8.695 -3.258 -0.020 -0.1 0.1 0.0 -0.0421
H 7.921 -1.097 -0.936 0.0 0.0 0.1 0.3704
```
Forces are in eV/Å.

Properties
Kohn-Sham gap (eV): 1.347
Total charge: 0
E_tot (a.u.): -15642.3178
Lowest unoccupied orbital energy (eV): -4.473
Highest occupied orbital energy (eV): -5.82


# 6
Here is a 3-piece molecular cluster, C3H4O3S overall at a distorted geometry from the Open Molecules 2025 dataset. Energies are from ωB97M-V with the def2-TZVPD basis set.

The geometry in XYZ format:
```
11
Properties=species:S:1:pos:R:3:forces:R:3:nbo_charge:R:1
C 4.324 0.479 0.206 0.3 -0.2 1.3 -0.2232
C 3.347 -0.184 0.475 5.0 3.1 -1.2 -0.2187
C -3.663 -0.373 0.194 1.0 1.1 -0.4 0.2958
O -0.546 -0.928 -1.114 0.0 0.5 -0.1 -0.8514
O 0.129 1.467 -0.877 -0.3 -0.6 -0.1 -0.8245
O -2.822 0.247 0.833 -1.6 -1.0 -1.2 -0.5263
S -0.355 0.243 -0.303 0.5 0.2 0.2 1.6717
H 5.263 1.045 0.326 -1.1 -0.7 -0.6 0.2459
H 2.478 -0.616 0.553 -4.1 -2.3 0.5 0.1913
H -4.225 -1.199 0.612 -0.2 -0.4 0.5 0.1208
H -3.928 -0.182 -0.905 0.6 0.2 1.1 0.1185
```
Forces are in eV/Å.

Properties
Kohn-Sham gap (eV): 9.968
Total charge: 0
Energy above the lowest of the compared OMol25 structures with the same formula, charge and spin (kJ/mol): 475.6
E_tot (a.u.): -740.4785
Lowest unoccupied orbital energy (eV): -0.751
Highest occupied orbital energy (eV): -10.72